1.
Density functional theory data (wB97M-V/def2-TZVPD) for a structure of composition C23H15F4MoO3 in a non-equilibrium geometry.

Structure (XYZ):
```
46
Properties=species:S:1:pos:R:3:nbo_charge:R:1
O -4.66 -2.61 3.57 -0.27
C -3.69 -2.49 2.95 0.58
Mo -1.95 -2.12 1.78 0.22
C -3.21 -1.55 0.22 0.58
O -3.97 -1.27 -0.62 -0.34
C -1.76 -0.28 2.71 0.58
O -1.70 0.76 3.24 -0.38
H -1.21 0.27 0.11 0.33
C 0.28 -2.30 1.52 -0.26
C -0.13 -3.00 2.70 -0.22
C -1.06 -4.04 2.31 -0.28
C -1.19 -3.99 0.87 -0.22
C -0.38 -2.90 0.39 -0.25
H 1.02 -1.50 1.47 0.26
H 0.22 -2.81 3.71 0.30
H -1.53 -4.75 2.97 0.30
H -1.78 -4.66 0.26 0.30
H -0.21 -2.63 -0.65 0.28
F 5.56 1.98 -1.74 -0.26
C 4.87 2.05 -0.56 0.41
C 5.57 2.43 0.59 -0.04
C 4.81 2.52 1.76 0.41
F 5.46 2.91 2.90 -0.25
C 3.46 2.24 1.82 -0.18
C 2.78 1.86 0.64 0.06
C 1.35 1.63 0.65 -0.12
C 0.66 1.14 -0.41 0.12
C -0.84 1.13 -0.45 -0.54
C -1.42 1.03 -1.83 0.03
C -2.52 1.82 -2.18 -0.20
C -3.12 1.63 -3.42 0.43
F -4.21 2.41 -3.75 -0.27
C -2.67 0.69 -4.34 -0.23
C -1.56 -0.06 -3.97 0.49
F -1.08 -1.01 -4.85 -0.27
C -0.92 0.10 -2.74 -0.34
C 3.51 1.76 -0.57 -0.18
H 6.63 2.65 0.56 0.31
H 2.90 2.32 2.75 0.27
H 0.83 1.87 1.59 0.26
H 1.20 0.68 -1.25 0.24
H -1.25 2.01 0.07 0.30
H -2.89 2.56 -1.47 0.26
H -3.15 0.55 -5.31 0.30
H -0.04 -0.50 -2.49 0.23
H 3.01 1.48 -1.49 0.26
```

Its net charge is +3. The HOMO-LUMO gap comes out at 3.04 eV. The largest force on an atom comes out at 5.56 eV Å⁻¹. The spin multiplicity is 1. For the energy relative to the best compared isomer or geometry (same formula, charge and spin), the calculation gives 0.000 eV. The calculation puts the calculated total energy at -42927.5190 eV.

***

2.
Density functional theory data (wB97M-V/def2-TZVPD) for a structure of composition C23H16AsO5Ru in a non-equilibrium geometry.

Structure (XYZ):
```
46
Properties=species:S:1:pos:R:3:nbo_charge:R:1
O -1.96 -4.18 -3.73 -0.32
C -2.16 -3.05 -3.48 0.22
Ru -0.63 -1.44 -2.02 -0.02
C 1.14 -2.27 -1.90 0.44
O 2.22 -2.69 -1.94 -0.41
C -2.22 -0.41 -2.52 0.52
O -3.18 0.15 -2.85 -0.39
C -1.73 -2.49 -0.81 0.53
O -2.49 -3.03 -0.12 -0.38
C -0.13 -1.33 -3.90 0.57
O 0.15 -1.29 -5.02 -0.34
H -3.01 -2.36 -3.78 0.18
C 1.59 -3.00 3.51 -0.10
C 1.73 -1.61 3.63 -0.20
C 1.44 -0.77 2.54 -0.04
C 0.97 -1.31 1.34 -0.20
C 0.87 -2.70 1.21 -0.20
C 1.16 -3.54 2.30 -0.02
As 0.17 -0.09 -0.07 1.00
C -0.86 1.03 1.21 -0.32
C -2.20 0.74 1.49 -0.24
C -2.87 1.48 2.47 -0.12
C -2.21 2.49 3.19 -0.15
C -0.86 2.77 2.92 -0.20
C -0.20 2.05 1.91 -0.22
C 1.00 1.47 -1.07 -0.31
C 0.32 2.69 -1.14 -0.17
C 0.84 3.72 -1.93 -0.20
C 1.98 3.51 -2.70 -0.15
C 2.62 2.26 -2.68 -0.19
C 2.13 1.23 -1.86 -0.23
H 1.81 -3.65 4.35 0.26
H 2.07 -1.19 4.57 0.26
H 1.55 0.31 2.65 0.25
H 0.56 -3.15 0.27 0.22
H 1.03 -4.62 2.19 0.26
H -2.71 -0.05 0.93 0.22
H -3.92 1.27 2.69 0.24
H -2.73 3.05 3.96 0.25
H -0.33 3.53 3.48 0.25
H 0.84 2.31 1.67 0.23
H -0.60 2.85 -0.57 0.23
H 0.33 4.69 -1.94 0.25
H 2.37 4.31 -3.34 0.25
H 3.50 2.08 -3.30 0.25
H 2.62 0.25 -1.84 0.23
```

Its net charge is +2. The HOMO-LUMO gap (spin up / spin down) comes out at 4.78 / 3.96 eV. The largest force on an atom comes out at 5.92 eV Å⁻¹. The spin multiplicity is 6. The calculation puts the calculated total energy at -97743.6803 eV.

***

3.
Density functional theory data (wB97M-V/def2-TZVPD) for a structure of composition C23H16Cl36O5P2S in a non-equilibrium geometry.

Structure (XYZ):
```
83
Properties=species:S:1:pos:R:3:lowdin_charge:R:1
C -2.95 3.77 1.73 -0.13
C -1.95 4.31 0.63 -0.29
C -1.91 3.46 -0.69 -0.16
C -1.84 1.91 -0.47 -0.19
O -0.58 1.32 -0.93 -0.21
C -0.06 0.58 0.13 -0.26
C 0.99 1.25 0.89 0.02
C 1.60 0.62 2.05 -0.02
C 1.13 -0.71 2.41 -0.06
C 0.07 -1.41 1.66 -0.05
C -0.56 -0.76 0.48 -0.21
P -1.93 -1.60 -0.48 0.45
S -2.02 -1.06 -2.37 0.13
C -0.35 -2.79 2.20 -0.32
O -0.97 -3.63 1.60 0.04
C 0.08 -3.16 3.66 -0.21
P -0.80 -4.61 4.53 0.91
O -1.58 -3.96 5.91 -0.36
O 0.42 -5.67 5.00 -0.34
C 1.06 -2.52 4.34 -0.05
C 1.80 -1.35 3.66 -0.31
O 2.84 -0.87 4.05 0.05
H -2.35 3.10 2.41 0.02
H -3.38 4.56 2.39 0.05
H -3.74 3.10 1.30 0.08
H -2.32 5.33 0.34 0.09
H -0.92 4.49 1.08 0.01
H -2.81 3.68 -1.33 0.12
H -1.03 3.82 -1.28 0.08
H -2.02 1.57 0.58 0.12
H -2.65 1.44 -1.10 0.10
H 1.34 2.28 0.62 0.13
H 2.38 1.18 2.61 0.12
H -1.84 -3.01 -0.47 -0.04
H -3.18 -1.27 0.15 0.00
H -2.41 -3.58 5.57 0.04
H 1.29 -5.23 4.99 0.03
H 1.37 -2.80 5.39 0.01
C -0.52 -0.88 -6.09 -1.98
Cl 0.88 0.01 -5.47 0.51
Cl -2.00 -0.06 -5.56 0.45
Cl -0.46 -0.93 -7.86 0.49
Cl -0.51 -2.53 -5.45 0.49
C -0.72 3.78 5.33 -2.02
Cl -1.88 2.82 6.27 0.53
Cl -0.09 2.79 4.00 0.55
Cl -1.53 5.21 4.68 0.53
Cl 0.62 4.28 6.38 0.53
C -3.15 3.00 -8.60 -2.02
Cl -3.86 2.29 -10.07 0.51
Cl -4.34 4.07 -7.84 0.51
Cl -2.71 1.70 -7.48 0.46
Cl -1.70 3.93 -9.03 0.51
C 1.88 -0.34 -11.28 -2.04
Cl 0.20 -0.90 -11.35 0.51
Cl 2.14 0.88 -12.54 0.52
Cl 2.21 0.36 -9.69 0.50
Cl 2.96 -1.71 -11.56 0.52
C -0.75 -6.05 -3.64 -2.03
Cl -0.01 -5.96 -5.25 0.51
Cl -0.96 -4.42 -2.99 0.47
Cl -2.33 -6.84 -3.77 0.52
Cl 0.29 -6.99 -2.56 0.52
C 0.62 -7.01 8.70 -2.03
Cl -0.47 -8.02 9.67 0.52
Cl 1.26 -7.96 7.35 0.53
Cl -0.28 -5.62 8.07 0.55
Cl 1.96 -6.44 9.71 0.51
C 3.12 2.58 -3.59 -2.03
Cl 1.74 2.02 -2.63 0.55
Cl 2.55 3.59 -4.93 0.52
Cl 4.21 3.53 -2.56 0.51
Cl 4.00 1.18 -4.23 0.52
C 4.80 -2.61 6.46 -2.00
Cl 5.55 -2.52 4.86 0.55
Cl 4.65 -0.99 7.14 0.54
Cl 3.19 -3.35 6.32 0.59
Cl 5.82 -3.61 7.52 0.53
C 0.68 7.18 0.06 -2.01
Cl 0.13 6.44 1.58 0.55
Cl -0.60 8.23 -0.57 0.53
Cl 2.14 8.13 0.36 0.53
Cl 1.04 5.90 -1.12 0.53
```

Its net charge is 0. The HOMO-LUMO gap comes out at 6.73 eV. The largest force on an atom comes out at 2.81 eV Å⁻¹. The spin multiplicity is 1. The calculation puts the calculated total energy at -514562.3490 eV.

***

4.
Density functional theory data (wB97M-V/def2-TZVPD) for a structure of composition C23H16Cl3N7O4Ti in a non-equilibrium geometry.

Structure (XYZ):
```
54
Properties=species:S:1:pos:R:3:nbo_charge:R:1
Ti 1.43 0.56 1.83 1.45
O -4.66 0.29 0.99 -0.74
C -4.57 0.24 2.25 0.71
O -5.43 0.09 3.12 -0.67
C -3.15 0.45 2.66 0.05
C -2.40 -0.58 3.23 -0.24
C -1.03 -0.48 3.27 0.08
N -0.38 0.59 2.78 -0.53
C -1.12 1.65 2.37 0.07
C -2.47 1.64 2.32 -0.20
C -0.30 2.78 1.79 0.75
O -0.76 3.84 1.50 -0.54
O 0.99 2.40 1.58 -0.76
H -2.90 -1.47 3.58 0.25
H -0.39 -1.28 3.64 0.22
H -3.00 2.49 1.91 0.26
C 0.10 -2.44 -0.92 -0.23
C 0.83 -1.69 -0.01 0.07
N 0.50 -0.42 0.27 -0.51
C -0.59 0.11 -0.32 0.06
C -1.43 -0.60 -1.16 0.00
C -1.04 -1.89 -1.47 -0.12
C -2.72 -0.02 -1.60 -0.22
C -3.11 0.12 -2.87 -0.19
C -2.30 -0.17 -4.08 0.19
C -0.94 0.08 -4.16 -0.30
C -0.31 -0.23 -5.35 0.07
N -0.96 -0.74 -6.40 -0.44
C -2.26 -0.92 -6.22 0.26
N -2.97 -0.65 -5.13 -0.44
H 0.41 -3.45 -1.14 0.24
H 1.68 -2.10 0.52 0.24
H -0.81 1.15 -0.10 0.22
H -1.66 -2.48 -2.14 0.24
H -3.42 0.22 -0.79 0.30
H -4.12 0.44 -3.07 0.24
H -0.39 0.51 -3.34 0.22
H 0.76 -0.06 -5.48 0.20
H -2.82 -1.31 -7.07 0.18
Cl 4.28 0.23 5.90 0.09
C 3.30 0.13 4.51 -0.22
Cl 2.68 1.65 3.90 0.16
Cl 3.58 -2.48 4.27 0.00
C 2.92 -0.94 3.81 0.08
N 2.12 -0.86 2.70 -0.79
N 4.32 0.08 0.86 -0.29
C 5.19 0.16 -0.14 0.01
C 4.60 0.94 -1.13 -0.33
C 3.36 1.29 -0.61 0.02
N 3.19 0.77 0.61 -0.33
H 4.38 -0.43 1.73 0.44
H 6.14 -0.34 -0.10 0.24
H 5.03 1.21 -2.08 0.25
H 2.59 1.91 -1.03 0.24
```

Its net charge is 0. The HOMO-LUMO gap comes out at 6.64 eV. The largest force on an atom comes out at 2.42 eV Å⁻¹. The spin multiplicity is 1. For the energy relative to the best compared isomer or geometry (same formula, charge and spin), the calculation gives 0.899 eV. The calculation puts the calculated total energy at -103415.1759 eV.

***

5.
Density functional theory data (wB97M-V/def2-TZVPD) for a structure of composition C23H16LiN5O6S.

Structure (XYZ):
```
52
Properties=species:S:1:pos:R:3:nbo_charge:R:1
Li 0.16 -0.50 0.32 0.89
O -1.65 -0.04 -4.51 -0.71
C -1.67 -1.36 -4.30 0.34
C -2.18 -2.19 -5.30 -0.30
C -2.25 -3.56 -5.12 -0.20
C -1.81 -4.14 -3.94 -0.29
C -1.28 -3.32 -2.95 -0.17
C -1.19 -1.94 -3.10 -0.15
C -0.61 -1.13 -1.99 0.58
O 0.06 -1.71 -1.08 -0.80
N -0.91 0.17 -2.05 -0.54
N -0.38 0.83 -0.96 -0.36
C -0.95 1.87 -0.51 0.09
C -0.53 2.51 0.74 -0.23
C -1.05 3.77 1.02 -0.16
C -0.75 4.47 2.18 -0.33
C 0.11 3.86 3.10 -0.22
C 0.62 2.61 2.87 -0.29
C 0.32 1.84 1.70 0.40
O 0.78 0.65 1.57 -0.84
H -1.35 0.37 -3.64 0.51
H -2.53 -1.72 -6.22 0.21
H -2.66 -4.18 -5.91 0.19
H -1.89 -5.21 -3.78 0.20
H -0.91 -3.74 -2.01 0.23
H -1.81 2.29 -1.04 0.16
H -1.72 4.22 0.29 0.19
H -1.17 5.45 2.36 0.19
H 0.37 4.39 4.02 0.19
H 1.28 2.13 3.60 0.19
O -10.74 -0.61 2.47 -1.01
S -9.61 -0.49 1.58 2.39
O -9.27 -1.71 0.87 -1.01
O -9.59 0.72 0.78 -1.01
C -8.18 -0.23 2.68 0.15
N -8.42 0.08 3.96 -0.43
C -7.34 0.29 4.71 0.06
C -6.05 0.19 4.23 -0.31
C -5.91 -0.15 2.89 0.19
N -6.97 -0.34 2.12 -0.43
C -4.56 -0.33 2.27 0.05
C -4.43 -0.79 0.96 -0.24
C -3.16 -1.02 0.45 0.04
N -2.04 -0.82 1.14 -0.46
C -2.17 -0.33 2.38 0.03
C -3.39 -0.07 2.97 -0.26
H -7.53 0.56 5.74 0.18
H -5.21 0.35 4.88 0.21
H -5.32 -0.98 0.37 0.25
H -3.04 -1.39 -0.57 0.21
H -1.24 -0.13 2.91 0.21
H -3.41 0.34 3.97 0.20
```

Its net charge is -2. The HOMO-LUMO gap comes out at 6.76 eV. The largest force on an atom comes out at 0.64 eV Å⁻¹. The spin multiplicity is 1. For the energy relative to the best compared isomer or geometry (same formula, charge and spin), the calculation gives 0.000 eV. The calculation puts the calculated total energy at -54891.3455 eV.

***

Question: What is the spin multiplicity in the second record?
Answer: 6

***

Question: What is the spin multiplicity in the first record?
Answer: 1

***

Question: The highest calculated total energy belongs to which entry?
Answer: C23H15F4MoO3